1.
A molecular structure, C36H41AsBN4S2Si2V, computed with ωB97M-V with the def2-TZVPD basis set.

The geometry in XYZ format:
```
88
Properties=species:S:1:pos:R:3:forces:R:3
V 0.1091 0.1202 0.0400 -1.5349 0.6682 0.6514
C -1.6736 0.7371 -3.2938 -0.1622 0.1896 0.0378
N -2.3568 1.5641 -2.3074 0.1031 -0.0499 -0.2973
C -3.7185 1.7944 -2.2629 0.1714 -0.1721 -0.0549
C -3.9275 2.6262 -1.2224 0.0389 -0.0152 0.2442
N -2.7119 2.9067 -0.6357 0.0118 0.1789 0.0562
B -2.6537 3.9452 0.5540 0.0207 0.0128 -0.0428
N -1.3532 3.8673 1.4076 -0.1679 0.0618 -0.0556
C -0.6420 5.0010 1.7541 -0.1512 -0.1315 -0.1961
C 0.2755 4.6610 2.6794 0.0324 -0.1360 0.1029
N 0.1240 3.3044 2.8934 0.1798 -0.1165 0.1756
C 0.8475 2.5178 3.8739 -0.0028 0.1561 -0.0669
C -0.8691 2.8228 2.1071 0.0765 0.3096 0.0121
S -1.3812 1.1907 2.0774 -0.0297 -0.3023 -0.3246
C -1.7460 2.2697 -1.3157 -0.2781 -0.0042 0.1365
S -0.0334 2.2740 -1.0688 0.0352 -0.0886 -0.3313
H -2.2334 0.7725 -4.2276 -0.0174 0.0240 0.0035
H -1.5914 -0.2929 -2.9563 0.0098 -0.1172 0.1099
H -0.6708 1.1217 -3.4449 0.0459 0.0471 0.0060
H -4.4010 1.3388 -2.9612 0.0680 0.0286 0.0340
H -4.8470 3.0284 -0.8271 0.1360 -0.0128 -0.0203
H -2.6895 5.0626 0.0693 -0.0005 -0.0828 0.0906
H -3.6194 3.7190 1.2582 0.0778 0.0127 -0.1127
H -0.8478 5.9519 1.2939 -0.0227 -0.0850 0.0153
H 1.0217 5.2453 3.1905 -0.0234 -0.0725 -0.0256
H 1.7932 3.0092 4.0880 0.0438 0.0151 -0.0191
H 1.0336 1.5299 3.4756 0.0349 -0.1191 -0.0795
H 0.2675 2.4185 4.7908 -0.0576 0.0127 0.0375
C 1.7453 -0.2140 -3.3886 -0.0645 0.2011 -0.0992
Si 1.3982 -1.0566 -1.6964 0.6380 -0.3060 -0.2437
C 0.8319 -2.7833 -2.3517 0.0522 -0.1238 0.0183
C 3.1825 -1.3793 -1.0639 0.1592 -0.1111 -0.0980
C 4.1320 -2.1135 -1.7933 0.0299 -0.0014 0.0876
C 5.4422 -2.2525 -1.3525 -0.1201 0.0677 0.0070
C 5.8337 -1.6439 -0.1615 -0.1029 0.0307 0.0201
C 4.9049 -0.9171 0.5717 -0.0484 -0.0691 -0.0699
C 3.5746 -0.7764 0.1427 0.2405 -0.0097 0.0624
Si 2.2799 0.2405 1.1257 0.6050 -0.3582 -0.1145
C 3.1196 1.9577 1.2591 -0.0589 0.2298 0.0207
C 2.4663 -0.5122 2.8974 0.0108 0.0447 0.1868
H 2.7241 -0.5323 -3.7681 -0.1182 -0.0097 0.0060
H 1.7610 0.8789 -3.2969 0.0126 -0.1227 -0.0266
H 0.9914 -0.4854 -4.1415 0.0831 0.0531 0.0970
H 1.5683 -3.2152 -3.0448 -0.1156 0.0342 0.0722
H -0.1162 -2.6826 -2.8973 0.0562 -0.0163 0.0178
H 0.6639 -3.5191 -1.5535 0.0110 0.0392 -0.1066
H 3.8438 -2.5814 -2.7345 0.0214 0.0354 0.0837
H 6.1595 -2.8203 -1.9358 -0.0034 -0.0069 0.0038
H 6.8577 -1.7352 0.1874 -0.0215 -0.0051 -0.0087
H 5.2202 -0.4442 1.5008 -0.0152 -0.0321 -0.0446
H 3.8489 2.0090 2.0796 -0.0495 -0.0207 -0.1070
H 2.3830 2.7582 1.3997 0.0976 -0.0474 0.0187
H 3.6453 2.1693 0.3212 -0.0561 0.0023 0.0733
H 3.0875 0.1092 3.5587 -0.0489 -0.0752 -0.0827
H 2.9421 -1.4966 2.8247 -0.0401 0.1052 0.0412
H 1.4936 -0.6555 3.3835 0.0989 0.0021 -0.0003
C -3.7296 -5.9214 -1.7272 0.0229 0.0610 0.0077
C -4.1583 -4.7023 -2.2399 0.0369 -0.0285 0.0103
C -3.5636 -3.5249 -1.8091 0.0628 -0.0735 0.0622
C -2.5471 -3.5497 -0.8562 -0.0453 0.2260 -0.0957
C -2.1167 -4.7688 -0.3521 -0.0538 -0.0906 -0.0129
C -2.7087 -5.9510 -0.7874 0.0369 0.0462 -0.0268
As -1.8512 -1.8041 -0.2380 -0.0534 0.2936 0.3486
C -3.3212 -1.4106 0.9873 0.0008 -0.2131 -0.1179
C -4.5223 -0.7910 0.6845 0.0031 -0.0137 0.0337
C -5.4477 -0.5553 1.6934 0.0585 0.0133 0.0031
C -5.1672 -0.9466 2.9977 0.0615 -0.0242 -0.0477
C -3.9623 -1.5639 3.3006 -0.0229 0.0384 0.0699
C -3.0295 -1.7963 2.2970 0.1639 -0.0218 0.0380
C -1.6844 -2.3843 2.4842 -0.1119 0.0653 0.0435
C -1.1804 -2.8965 3.6702 0.0288 0.0066 0.0710
C 0.1053 -3.4285 3.7107 -0.0971 0.0194 0.0344
C 0.9052 -3.4259 2.5800 -0.0407 0.0179 0.0023
C 0.4164 -2.9089 1.3843 -0.1137 0.0468 0.0161
C -0.8814 -2.4084 1.3346 0.1161 -0.2085 -0.1592
H -4.1882 -6.8441 -2.0620 0.0094 0.0214 0.0070
H -4.9529 -4.6721 -2.9766 0.0229 0.0126 0.0233
H -3.9007 -2.5748 -2.2069 -0.0311 0.0374 -0.0510
H -1.3272 -4.8039 0.3877 0.0130 0.0001 0.0114
H -2.3667 -6.8995 -0.3890 -0.0098 0.0356 -0.0053
H -4.7354 -0.4729 -0.3280 0.0068 0.0503 -0.0389
H -6.3747 -0.0414 1.4687 -0.0010 -0.0488 -0.0047
H -5.8853 -0.7543 3.7845 0.0007 0.0129 0.0130
H -3.7400 -1.8348 4.3263 -0.0187 -0.0040 -0.0243
H -1.7898 -2.8858 4.5666 0.0357 -0.0198 -0.0099
H 0.4864 -3.8396 4.6377 -0.0069 0.0303 0.0031
H 1.9150 -3.8130 2.6260 -0.0119 0.0075 -0.0243
H 1.0440 -2.9035 0.5054 0.0471 -0.0373 -0.0821
```
Positions in Å, forces in eV/Å.

LUMO level (spin up / spin down) (eV): 2.47 / 2.47
Expectation value of S²: 0.767
HOMO-LUMO gap (spin up / spin down) (eV): 6.14 / 5.43
Spin multiplicity: 2
Max |F| (eV/A): 1.8
Total charge: -1

=====

2.
A molecular structure, C36H41CaN5O3P, computed with ωB97M-V with the def2-TZVPD basis set.

The geometry in XYZ format:
```
87
Properties=species:S:1:pos:R:3:forces:R:3
Ca -0.5669 -0.2107 -0.5175 -0.2716 -0.3685 -0.6518
O -2.2357 0.7258 0.3805 -0.9321 0.8437 0.9932
C -2.2421 1.6829 1.2942 0.0729 -0.2129 -0.0965
C -3.2581 2.6568 1.2989 -0.0433 0.0965 0.0356
C -3.2951 3.6913 2.2292 0.0984 -0.1151 0.0106
C -2.3121 3.7927 3.2042 -0.0135 -0.0970 -0.1354
C -1.2942 2.8358 3.2192 -0.0494 -0.0410 -0.0374
C -1.2302 1.7933 2.3062 0.0466 -0.0577 -0.0640
C -0.0766 0.7954 2.3564 0.1019 -0.0838 -0.3961
N 0.5303 0.7212 1.0405 1.0319 0.2730 0.9158
N 1.8852 0.4349 1.0232 -0.4361 0.2827 0.2629
C 2.2865 -0.0606 -0.1131 -0.3693 -0.1774 -0.3573
O 1.4673 -0.4405 -1.1130 1.7498 0.4622 0.3067
C 3.7419 -0.2543 -0.2823 0.0138 -0.1535 -0.1980
C 4.2193 -0.9663 -1.3890 0.2019 -0.0203 -0.0394
C 5.5825 -1.2197 -1.5554 -0.2225 0.0366 0.0330
C 6.5040 -0.7621 -0.6243 -0.1218 0.0481 0.0758
C 6.0389 -0.0384 0.4767 -0.0456 -0.0173 -0.0486
C 4.6869 0.2158 0.6439 0.0356 0.0182 -0.0181
H -4.0220 2.5798 0.5288 0.0438 -0.0053 0.0597
H -4.0986 4.4202 2.1886 0.0109 -0.0095 -0.0117
H -2.3236 4.6005 3.9265 -0.0006 -0.0337 -0.0001
H -0.5089 2.9055 3.9671 -0.0158 0.0056 -0.0172
H 0.6663 1.1173 3.0960 -0.0623 0.2348 0.0692
H 3.4925 -1.3189 -2.1127 0.0448 0.0205 0.0449
H 5.9237 -1.7831 -2.4189 -0.0361 0.0261 0.0231
H 7.5635 -0.9581 -0.7504 -0.0508 0.0138 0.0134
H 6.7464 0.3334 1.2102 -0.0178 -0.0024 0.0019
H 4.3216 0.7725 1.4987 0.0359 -0.0134 -0.0439
C -3.9047 -2.3414 -0.5806 -0.1170 0.1101 -0.0401
C -2.5516 -2.2075 -1.2130 0.2466 -0.2571 -0.1361
O -1.5202 -2.2292 -0.5441 -0.7274 -0.8169 -0.4014
N -2.5247 -2.0739 -2.5706 0.2066 0.1416 0.1642
C -1.3025 -1.7973 -3.3309 -0.2021 0.2807 0.2272
C -1.1983 -0.3364 -3.7433 -0.0757 -0.3891 -0.2325
C -1.2018 0.0546 -5.0733 0.0119 -0.2015 0.0190
C -1.1210 1.4057 -5.3698 -0.0116 -0.1482 -0.4098
C -1.0467 2.3141 -4.3429 0.0154 0.2687 0.4170
C -1.0472 1.8343 -3.0377 0.0135 0.1919 0.0137
N -1.1185 0.5414 -2.7514 -0.1686 0.2401 -0.3537
H -3.7784 -2.7426 0.4206 -0.0008 -0.0052 -0.0059
H -4.5626 -2.9846 -1.1677 -0.0014 0.0561 0.0204
H -4.3434 -1.3422 -0.4950 0.0583 -0.0611 0.0172
H -3.4033 -1.8901 -3.0243 -0.0579 -0.0468 -0.0367
H -1.2733 -2.4369 -4.2069 -0.0025 -0.0992 -0.1264
H -0.4558 -2.0582 -2.6944 0.0055 -0.0315 -0.0156
H -1.2559 -0.6892 -5.8583 -0.0129 0.0125 0.0102
H -1.1168 1.7402 -6.4008 -0.0006 -0.0290 0.0306
H -0.9847 3.3774 -4.5319 0.0079 -0.0303 0.0328
H -0.9834 2.5064 -2.1870 -0.0021 -0.0251 -0.0438
C -0.6197 -0.6122 2.8184 0.0345 0.1372 0.1552
C -0.1661 -1.1264 4.1589 -0.0295 -0.0375 -0.1332
C -1.0131 -1.9026 4.9517 -0.0473 0.0339 0.0811
C -0.5645 -2.5086 6.1136 -0.1513 -0.0104 -0.0328
C 0.7562 -2.3397 6.5148 0.1537 -0.2771 0.4500
C 1.6124 -1.5582 5.7468 0.1026 0.1538 -0.1032
C 1.1545 -0.9613 4.5828 0.0869 -0.0267 0.0498
C 1.2389 -2.9901 7.7217 -0.2085 0.3212 -0.5349
N 1.6207 -3.5063 8.6753 0.0244 -0.0485 0.0884
H -1.7112 -0.6341 2.7514 0.0189 -0.0146 0.0820
H -0.2440 -1.3467 2.0996 0.0082 0.0482 -0.0542
H -2.0444 -2.0343 4.6423 0.0412 -0.0184 0.0075
H -1.2292 -3.1166 6.7135 -0.0217 0.0061 -0.0143
H 2.6388 -1.4254 6.0645 0.0139 -0.0128 -0.0395
H 1.8369 -0.3827 3.9689 -0.0437 -0.0126 0.0328
C 4.0578 -3.9651 2.4829 -0.0156 0.0751 0.0032
C 3.2503 -2.7133 2.1299 0.1061 -0.0930 0.0590
P 1.6827 -2.9301 1.1786 -0.0467 -0.1955 0.0140
C 0.8704 -4.2374 2.2191 -0.1679 0.0436 -0.0276
C -0.5629 -4.5303 1.7584 0.0718 0.0218 0.0363
C 2.3104 -3.9457 -0.2491 -0.2448 0.1465 -0.2117
C 1.4446 -3.7712 -1.5087 0.0587 0.0142 0.1086
H 4.9904 -3.6882 2.9841 -0.0377 -0.0199 -0.0277
H 4.3254 -4.5362 1.5899 -0.0231 0.0259 0.0375
H 3.5102 -4.6286 3.1566 0.0061 0.0235 -0.0342
H 3.8580 -2.0253 1.5366 -0.0369 -0.0562 0.0665
H 2.9814 -2.1672 3.0399 0.0349 -0.0411 -0.0897
H 0.8510 -3.8421 3.2432 0.0130 -0.0332 -0.0602
H 1.4619 -5.1560 2.2297 0.0099 -0.0494 0.0687
H -1.1288 -3.6036 1.6290 0.0506 -0.0577 0.0152
H -1.0947 -5.1579 2.4793 0.0346 -0.0183 -0.0227
H -0.5698 -5.0499 0.7953 0.0042 0.0429 0.0227
H 2.3768 -4.9986 0.0366 0.0804 -0.0484 -0.0151
H 3.3198 -3.5838 -0.4632 0.0195 -0.0323 0.0068
H 0.4252 -4.1369 -1.3456 0.0618 0.0117 0.0045
H 1.8685 -4.3098 -2.3634 -0.0133 -0.0102 0.0548
H 1.3838 -2.7055 -1.7575 0.0673 -0.1054 0.0754
```
Positions in Å, forces in eV/Å.

LUMO level (eV): 1.90
HOMO-LUMO gap (eV): 4.35
Max |F| (eV/A): 1.8
Energy above the lowest of the compared OMol25 structures with the same formula, charge and spin (kcal/mol): 45.4
Total charge: -1

=====

Number 1: DFT total energy -6195.565066 Eh. Number 2: DFT total energy -2915.040065 Eh.